333
Properties=species:S:1:pos:R:3:forces:R:3:lowdin_charge:R:1 method="wB97M-V/def2-TZVPD" e_homo_ha=-0.309 e_lumo_ev=0.2 multiplicity=1 charge=0 gap_ha=0.3163 energy_ha=-6405.57096
C 3.680 -8.193 2.573 1.089 -0.343 1.023 -0.1342
O 3.749 -7.570 1.322 0.713 0.513 -0.222 -0.1702
C 4.657 -6.426 1.262 -0.152 -0.367 -0.095 -0.1755
C 4.038 -5.343 0.421 -1.984 -0.302 -0.488 -0.1952
N 3.625 -5.876 -0.942 -0.001 0.977 -0.638 -0.0239
C 2.561 -4.971 -1.528 -0.059 0.183 0.141 -0.1847
C 1.699 -5.335 -2.770 0.910 -0.512 0.900 -0.2224
O 1.021 -6.528 -2.532 -0.756 -1.283 0.595 -0.2071
C -0.089 -6.486 -1.579 0.838 -0.129 -1.743 -0.0640
H 4.595 -8.086 3.157 0.349 0.686 0.042 0.0810
H 3.678 -9.283 2.572 -0.735 -0.150 -0.902 0.0896
H 2.886 -7.829 3.226 -0.342 0.112 -0.260 0.0507
H 5.622 -6.612 0.790 0.029 -1.054 -0.238 0.1203
H 4.942 -6.127 2.270 -0.471 0.442 0.096 0.1033
H 4.652 -4.443 0.451 0.266 -0.209 -0.649 0.0937
H 3.093 -5.020 0.858 -0.192 0.145 0.663 0.1011
H 3.036 -6.667 -0.725 0.496 -0.777 0.171 0.0775
H 2.979 -3.990 -1.755 -0.079 0.192 0.609 0.0965
H 1.805 -4.998 -0.743 -0.164 1.278 0.252 0.0853
H 2.305 -5.431 -3.671 0.027 -0.369 -0.058 0.1177
H 0.929 -4.594 -2.983 0.292 0.799 0.322 0.1107
H 0.209 -6.290 -0.548 0.112 -0.134 0.031 0.0669
H -0.538 -7.470 -1.714 -0.103 0.160 0.457 0.0835
H -0.798 -5.730 -1.915 -0.152 0.154 0.149 0.0848
C 2.562 -0.551 1.437 -1.340 0.522 -0.324 -0.0625
O 1.439 -1.402 1.106 -0.021 -0.020 1.313 -0.2325
C 0.471 -1.434 2.223 1.086 0.425 -0.043 -0.1345
C -0.423 -0.167 2.300 1.272 -0.513 -0.936 -0.1691
N -1.407 -0.143 1.217 -1.113 -0.586 0.307 -0.0522
C -2.591 0.640 1.584 1.404 1.335 -0.370 -0.1709
C -2.100 2.119 1.776 -1.059 0.027 -0.730 -0.1364
O -1.498 2.591 0.503 0.971 -0.965 2.017 -0.2154
C -2.362 2.800 -0.588 -0.509 0.698 0.645 -0.1008
H 2.899 -0.701 2.463 0.263 -0.278 -0.075 0.0794
H 2.181 0.467 1.362 0.280 0.360 0.200 0.0754
H 3.346 -0.619 0.683 -0.079 -0.507 0.098 0.0672
H 1.054 -1.553 3.136 0.196 0.616 0.256 0.0785
H -0.004 -2.415 2.215 -0.736 0.302 -0.768 0.1198
H 0.202 0.724 2.227 0.620 -0.032 -0.182 0.1081
H -0.785 -0.009 3.315 -0.792 -0.656 -0.062 0.1097
H -1.087 0.310 0.373 0.849 -0.095 0.042 0.0965
H -3.014 0.126 2.447 -0.449 0.583 -0.038 0.1054
H -3.244 0.759 0.719 -0.453 -0.866 0.154 0.1111
H -1.446 2.186 2.646 0.869 0.108 -0.652 0.1072
H -2.884 2.823 2.055 -0.500 -0.165 -0.370 0.0890
H -2.607 1.918 -1.179 -0.013 -0.347 0.131 0.0804
H -1.879 3.516 -1.253 0.065 -0.001 0.030 0.0691
H -3.260 3.260 -0.176 -0.443 -0.008 -0.476 0.0814
C -6.594 3.750 0.046 1.206 -0.993 0.225 -0.0498
O -5.366 4.060 0.813 -1.698 0.150 -1.619 -0.1972
C -5.298 5.438 1.140 0.080 0.678 1.659 -0.2214
C -5.618 5.513 2.627 -0.082 -0.184 -0.190 -0.1977
N -4.516 4.915 3.408 -0.241 0.091 1.731 -0.0504
C -4.919 4.414 4.761 1.498 0.529 -0.788 -0.1530
C -5.525 3.042 4.636 -1.789 -0.224 0.220 -0.2108
O -4.817 2.141 3.813 2.104 0.652 0.348 -0.2374
C -5.637 1.245 3.140 -1.682 1.008 -0.571 -0.1003
H -6.532 4.169 -0.958 -0.101 0.310 0.207 0.0716
H -7.568 3.906 0.511 0.220 1.061 0.514 0.0914
H -6.653 2.667 -0.061 0.707 -0.096 -0.130 0.0565
H -5.925 6.140 0.589 -0.509 -0.559 -0.362 0.1260
H -4.319 5.908 1.051 0.561 -0.727 -0.469 0.1146
H -6.606 5.072 2.761 -0.101 -0.759 0.196 0.1099
H -5.826 6.538 2.934 0.677 0.316 0.163 0.1184
H -4.102 4.058 3.071 -0.205 0.252 -1.438 0.0704
H -5.485 5.232 5.205 -0.650 -0.680 0.344 0.1292
H -4.056 4.258 5.408 0.535 0.556 -0.196 0.1071
H -6.516 3.203 4.211 -0.405 -0.397 -0.002 0.1180
H -5.605 2.546 5.603 -0.404 0.309 0.418 0.1284
H -6.302 1.929 2.613 -0.516 -0.500 -0.811 0.0863
H -6.291 0.706 3.826 0.153 -0.541 0.152 0.0980
H -5.137 0.593 2.424 0.286 0.175 0.441 0.0848
C -1.142 -0.072 -13.346 0.390 0.946 -0.163 -0.1064
O -2.269 0.210 -12.509 0.493 -1.178 0.210 -0.1998
C -2.709 1.558 -12.441 0.148 0.484 -0.623 -0.2229
C -3.819 1.739 -11.366 2.091 -2.311 0.326 -0.1624
N -3.239 1.423 -10.009 0.339 2.446 -1.403 -0.0799
C -4.278 1.488 -8.993 0.997 -1.444 -0.287 -0.1885
C -3.727 1.628 -7.547 -0.061 2.129 -1.630 -0.2227
O -4.783 1.530 -6.658 -0.215 -0.530 1.357 -0.1982
C -4.768 0.375 -5.846 -1.559 -0.546 -0.744 -0.0820
H -1.283 0.079 -14.416 -0.810 0.141 -0.172 0.0793
H -0.722 -1.076 -13.281 -0.790 -0.223 0.691 0.0834
H -0.290 0.576 -13.139 0.026 0.352 0.487 0.0788
H -3.045 1.818 -13.445 -0.630 0.213 -0.103 0.1134
H -1.849 2.214 -12.300 0.160 0.145 0.586 0.1142
H -4.479 0.891 -11.549 -0.845 0.291 -0.488 0.1112
H -4.333 2.697 -11.434 0.258 -0.062 0.170 0.1171
H -2.716 0.564 -10.105 -0.399 -0.153 0.280 0.0675
H -4.797 0.535 -9.098 -0.752 -0.193 0.669 0.1158
H -4.972 2.255 -9.337 0.016 0.237 0.699 0.1146
H -3.404 2.651 -7.354 0.401 0.401 -0.726 0.1061
H -2.799 1.074 -7.414 -0.489 -0.890 0.388 0.1012
H -4.907 -0.469 -6.522 0.918 -0.600 0.073 0.0886
H -5.741 0.330 -5.357 0.177 0.464 0.642 0.0855
H -3.942 0.286 -5.141 0.052 -0.013 -0.210 0.0757
C -12.778 2.037 -3.359 -2.138 -0.804 -1.165 -0.1575
O -11.960 1.897 -2.296 2.044 0.117 2.516 -0.2163
C -12.596 1.497 -1.059 0.971 -1.730 -0.093 -0.1365
C -11.655 0.392 -0.407 -1.820 0.851 -0.004 -0.2323
N -10.315 0.856 -0.426 0.326 -0.373 -0.709 -0.0604
C -9.469 -0.313 -0.359 2.052 0.192 -0.117 -0.2176
C -7.981 0.051 -0.622 -0.774 0.449 0.861 -0.2198
O -7.043 -0.890 -0.210 0.579 -0.963 0.942 -0.1725
C -7.233 -1.377 1.116 0.489 -0.533 -0.268 -0.1045
H -13.078 1.037 -3.672 -0.401 -0.276 -0.387 0.0880
H -12.344 2.491 -4.249 0.407 0.357 0.473 0.0944
H -13.690 2.545 -3.046 -0.213 0.423 -0.410 0.0891
H -13.484 0.913 -1.298 -0.516 0.556 0.045 0.1112
H -12.777 2.374 -0.438 -0.071 -0.094 0.005 0.1217
H -11.847 -0.529 -0.957 0.323 -0.144 -0.910 0.1057
H -11.884 0.011 0.588 -0.619 0.827 0.480 0.1176
H -10.284 1.296 -1.335 0.856 0.203 -0.298 0.0984
H -9.660 -1.112 -1.076 -0.763 -0.206 -0.088 0.1248
H -9.570 -0.691 0.658 0.028 -0.249 -0.066 0.1083
H -7.798 0.948 -0.031 -0.009 0.573 -0.288 0.0921
H -7.767 0.180 -1.683 -0.237 0.383 0.020 0.1314
H -7.988 -2.163 1.083 -0.136 0.068 0.421 0.0933
H -7.430 -0.642 1.896 -0.614 0.559 -0.324 0.0799
H -6.312 -1.821 1.493 0.153 -0.161 -0.563 0.0638
C -1.675 -1.382 -8.230 1.139 -0.279 0.577 -0.0824
O -1.591 -0.990 -6.893 -3.417 0.300 0.416 -0.2210
C -0.499 -0.281 -6.498 1.515 -0.863 1.291 -0.2496
C -0.567 -0.258 -4.961 1.329 0.116 1.670 -0.1362
N 0.527 0.502 -4.261 0.229 -0.130 -1.558 -0.0442
C 0.382 1.935 -4.289 -0.148 0.649 -0.427 -0.2222
C 1.604 2.701 -3.773 -1.123 0.224 -0.009 -0.2017
O 1.975 2.221 -2.516 1.326 -1.221 2.029 -0.2281
C 1.130 2.404 -1.335 -1.028 1.074 -2.064 -0.0294
H -0.813 -2.038 -8.349 0.231 -0.198 -0.848 0.0882
H -1.580 -0.506 -8.872 -0.218 -0.179 -0.382 0.0753
H -2.568 -1.992 -8.369 -0.102 0.444 -0.071 0.1030
H -0.309 0.700 -6.935 -0.344 0.158 -0.389 0.1200
H 0.279 -0.998 -6.759 1.351 0.685 -0.040 0.1172
H -0.420 -1.292 -4.648 -0.232 -0.079 0.028 0.1200
H -1.524 0.036 -4.530 -0.362 0.124 -0.531 0.0971
H 0.849 0.180 -3.360 -0.688 -0.303 0.108 0.0799
H -0.489 2.311 -3.752 -0.404 -0.180 0.599 0.0937
H 0.135 2.241 -5.306 0.364 0.095 -0.276 0.1134
H 1.406 3.769 -3.688 -0.531 0.305 -0.071 0.1157
H 2.439 2.666 -4.473 0.288 -0.637 0.318 0.1260
H 0.840 3.455 -1.337 0.173 0.313 0.445 0.0854
H 1.562 2.136 -0.371 0.595 -0.165 -0.572 0.0871
H 0.172 1.900 -1.461 0.102 -0.522 0.047 0.0661
C -4.036 -3.628 0.432 0.406 0.266 -0.060 -0.1089
O -4.177 -4.987 0.668 0.114 -2.871 0.957 -0.1951
C -2.986 -5.751 1.039 -0.120 1.044 -0.655 -0.1764
C -3.191 -7.283 1.121 0.494 1.491 0.084 -0.2257
N -3.376 -7.744 -0.224 -0.801 -2.336 -1.338 -0.0589
C -3.610 -9.262 -0.281 -0.206 1.006 -1.040 -0.1468
C -3.892 -9.934 -1.691 -1.242 1.412 0.545 -0.1565
O -5.283 -9.694 -2.126 1.526 1.109 1.519 -0.2181
C -5.599 -9.855 -3.483 -0.001 -1.624 0.553 -0.1316
H -4.045 -3.498 -0.651 0.035 0.648 0.037 0.0968
H -3.126 -3.219 0.870 0.332 0.020 -0.133 0.0746
H -4.850 -3.103 0.933 -0.174 -0.037 -0.338 0.0632
H -2.571 -5.263 1.921 -0.084 -0.393 0.497 0.1043
H -2.245 -5.606 0.253 0.174 0.087 -0.237 0.0989
H -3.945 -7.499 1.878 -0.475 -0.333 -0.106 0.1193
H -2.260 -7.758 1.432 0.144 0.326 0.505 0.0995
H -4.211 -7.318 -0.600 -0.177 0.155 -0.200 0.1048
H -4.427 -9.450 0.416 -0.094 -0.637 -0.046 0.1078
H -2.702 -9.770 0.044 0.076 0.176 0.354 0.1037
H -3.720 -11.005 -1.592 -0.171 -0.171 0.077 0.1082
H -3.175 -9.562 -2.423 -0.048 0.245 -0.135 0.1116
H -5.220 -9.139 -4.213 0.252 0.275 0.299 0.0852
H -6.687 -9.907 -3.512 0.017 0.281 -0.198 0.0863
H -5.247 -10.865 -3.691 0.047 -0.139 -0.973 0.0800
C 10.315 1.453 -2.774 0.122 -0.457 1.423 -0.1015
O 10.348 0.113 -3.237 -1.035 1.025 -0.911 -0.2045
C 11.289 -0.776 -2.725 0.258 -0.474 -1.044 -0.2158
C 11.275 -1.987 -3.725 1.202 -0.429 2.077 -0.1784
N 10.106 -2.828 -3.557 -0.515 0.708 -1.035 -0.0815
C 10.011 -3.684 -2.405 -1.582 1.593 1.326 -0.2030
C 8.472 -3.968 -2.147 2.144 -1.301 0.522 -0.1871
O 7.820 -2.939 -1.390 0.950 -0.052 -1.315 -0.1726
C 6.476 -3.198 -1.121 -0.952 -0.783 1.162 -0.1297
H 10.445 1.425 -1.692 -0.304 0.125 0.407 0.0828
H 9.342 1.899 -2.980 0.115 -0.203 -0.199 0.0833
H 11.114 2.131 -3.077 0.245 -0.321 -0.826 0.0828
H 11.029 -1.137 -1.730 -0.293 -0.048 0.251 0.1092
H 12.252 -0.280 -2.608 0.389 -0.119 -0.339 0.1183
H 12.089 -2.629 -3.387 0.589 0.047 -0.414 0.1098
H 11.425 -1.708 -4.768 -0.084 0.236 0.187 0.1156
H 9.372 -2.146 -3.430 -0.679 -0.139 -0.320 0.0913
H 10.293 -3.144 -1.500 0.111 0.354 0.518 0.0968
H 10.695 -4.529 -2.328 -0.451 -0.469 -0.947 0.1172
H 8.576 -4.870 -1.545 -0.768 -0.234 0.369 0.1114
H 7.995 -4.274 -3.079 -0.343 0.509 -0.083 0.1244
H 6.173 -4.240 -1.220 0.345 -0.287 -0.483 0.0740
H 5.720 -2.619 -1.651 0.359 0.402 -0.491 0.0790
H 6.293 -3.030 -0.059 0.155 0.442 0.157 0.0822
C 2.482 -3.417 4.817 -0.261 -1.635 0.556 -0.0035
O 3.465 -4.473 5.203 -0.658 2.285 -1.344 -0.2318
C 2.863 -5.336 6.123 0.265 -0.512 -0.211 -0.2332
C 3.587 -6.680 6.105 1.108 -0.094 1.145 -0.1467
N 5.086 -6.600 6.290 -1.896 -0.807 -0.244 -0.0268
C 5.359 -5.869 7.494 1.856 2.313 -0.434 -0.2290
C 6.882 -5.566 7.646 -1.922 -0.783 -0.193 -0.2074
O 7.436 -4.946 6.496 -0.662 -1.111 0.862 -0.2237
C 8.804 -4.697 6.748 -0.247 0.813 -1.932 -0.0949
H 1.675 -4.005 4.380 -0.242 0.306 -0.331 0.0851
H 2.799 -2.646 4.115 0.757 -0.445 0.168 0.0746
H 2.063 -2.948 5.707 0.304 0.140 0.122 0.0799
H 1.829 -5.486 5.814 -0.278 -0.135 0.348 0.1168
H 2.937 -4.853 7.097 -0.422 -0.208 0.261 0.1195
H 3.284 -7.328 5.283 0.379 0.344 -0.246 0.0899
H 3.272 -7.206 7.006 -0.340 -0.139 0.065 0.1134
H 5.498 -6.141 5.490 0.123 0.114 -0.015 0.0789
H 4.995 -6.292 8.430 -0.029 -0.504 -0.239 0.1293
H 4.980 -4.848 7.448 -0.704 0.248 0.031 0.1036
H 7.282 -6.567 7.804 0.974 0.229 0.288 0.1234
H 6.965 -4.845 8.460 0.343 -0.439 0.516 0.1260
H 9.116 -4.523 5.718 0.915 0.167 0.186 0.0934
H 9.363 -5.539 7.156 -0.214 0.038 0.264 0.0942
H 8.889 -3.756 7.291 0.364 -0.192 0.433 0.0937
C -3.954 9.150 -0.468 -0.388 0.358 -0.358 -0.1108
O -3.842 7.976 -1.299 1.362 0.945 0.818 -0.1819
C -2.453 7.723 -1.621 -0.520 -1.524 -0.959 -0.1843
C -2.340 6.319 -2.351 0.888 1.513 1.455 -0.1864
N -2.275 6.362 -3.791 0.227 0.988 0.592 -0.0736
C -2.392 5.066 -4.383 -0.313 1.107 -1.403 -0.2315
C -3.829 4.846 -4.755 -0.055 -2.476 0.174 -0.1574
O -4.440 4.214 -3.567 2.739 0.926 -1.619 -0.1877
C -5.730 3.837 -3.760 -1.766 0.411 0.612 -0.1522
H -3.269 9.940 -0.775 0.319 -0.104 -0.142 0.0796
H -3.846 9.018 0.609 0.477 -0.728 0.055 0.0772
H -4.937 9.615 -0.550 -0.271 -0.429 -0.485 0.0788
H -1.745 7.723 -0.792 -0.609 -0.294 0.887 0.1058
H -1.991 8.496 -2.234 -0.553 0.315 -0.614 0.1107
H -3.085 5.626 -1.958 -0.121 0.163 -0.233 0.1091
H -1.343 5.963 -2.091 0.076 -0.468 0.955 0.1027
H -1.323 6.629 -3.996 -0.037 0.631 -0.008 0.1029
H -1.983 4.221 -3.831 -0.073 -0.145 0.340 0.1062
H -1.757 5.234 -5.253 -0.325 -0.887 -0.642 0.1246
H -3.851 4.148 -5.592 -0.133 -0.845 0.099 0.0955
H -4.352 5.676 -5.230 -0.113 0.694 1.081 0.1301
H -6.017 3.299 -2.857 -0.245 -0.132 -0.107 0.0727
H -5.969 3.226 -4.631 0.401 -0.110 -0.275 0.0857
H -6.282 4.775 -3.800 -0.922 -0.090 -0.191 0.0938
C 1.079 5.782 1.703 0.746 0.750 1.368 -0.0895
O 2.313 5.559 1.021 -0.607 -0.607 -0.241 -0.1612
C 3.441 5.575 1.845 1.777 0.908 0.896 -0.2375
C 4.026 6.929 2.355 -2.028 -0.571 -0.725 -0.2297
N 4.453 7.805 1.270 0.119 1.381 2.108 -0.0227
C 4.472 9.188 1.861 1.395 1.114 -1.291 -0.1693
C 5.572 9.668 2.894 -1.075 -0.093 0.416 -0.2373
O 6.820 9.125 2.630 0.529 -1.409 -1.025 -0.1773
C 7.732 9.320 3.654 -0.350 0.679 1.858 -0.1314
H 1.102 5.293 2.677 0.125 -0.222 0.239 0.0791
H 0.131 5.458 1.273 0.616 -0.248 -1.037 0.0799
H 1.017 6.848 1.918 -0.314 0.218 -0.030 0.0811
H 4.305 5.134 1.348 -0.322 -0.263 -0.845 0.1130
H 3.430 4.998 2.770 -1.103 -0.572 0.129 0.1009
H 4.693 6.658 3.173 0.841 0.108 -0.201 0.1154
H 3.249 7.496 2.868 -0.336 -0.159 0.097 0.1032
H 5.369 7.528 0.948 0.261 0.230 -0.078 0.1038
H 3.466 9.455 2.185 0.084 -0.368 0.508 0.1091
H 4.626 9.938 1.086 0.010 -0.432 -0.746 0.0997
H 5.267 9.521 3.930 -0.024 -0.823 0.349 0.1051
H 5.706 10.749 2.901 -0.540 0.496 -0.642 0.1166
H 7.217 9.206 4.608 -0.221 -0.490 0.382 0.0766
H 8.040 10.360 3.765 0.499 0.290 -0.644 0.0869
H 8.583 8.643 3.719 -0.129 -0.015 -0.868 0.0931
C 6.237 -0.767 4.531 0.588 1.447 0.211 -0.1445
O 4.957 -1.322 4.685 0.003 -0.087 -0.233 -0.1261
H 6.778 -1.047 3.627 -0.215 -0.360 -0.014 0.0859
H 6.119 0.315 4.477 -0.126 0.155 -0.115 0.0557
H 6.872 -0.878 5.410 0.065 -0.551 0.126 0.0834
H 5.073 -2.238 4.423 -0.114 -0.521 -0.034 0.0290
C -2.899 0.691 5.568 0.593 0.300 -1.560 -0.1672
O -4.124 0.064 5.672 -1.468 -1.029 1.070 -0.1034
H -2.107 -0.022 5.799 -0.014 0.252 0.441 0.0835
H -2.822 0.910 4.503 0.815 0.445 -0.130 0.0479
H -2.853 1.646 6.092 0.291 -0.093 0.440 0.0772
H -4.801 0.691 5.407 0.110 -0.048 -0.067 0.0294
C 4.410 4.143 6.301 -0.295 2.448 0.543 -0.1869
O 4.926 2.913 6.060 0.003 -2.460 -0.028 -0.1152
H 3.859 4.216 7.239 0.256 -0.467 0.276 0.0841
H 5.263 4.819 6.356 -0.258 0.718 0.057 0.0841
H 3.687 4.506 5.572 0.072 -0.075 -0.491 0.0761
H 5.133 2.850 5.125 0.360 0.005 -0.588 0.0410
C -0.698 3.947 6.162 -0.959 0.436 0.970 -0.1116
O -1.611 4.153 7.301 0.795 0.035 -0.944 -0.1434
H -0.935 4.770 5.488 -0.170 -0.299 -0.231 0.0699
H 0.364 4.056 6.378 -0.027 -0.151 0.486 0.0678
H -0.891 2.965 5.728 0.085 0.096 -0.196 0.0575
H -1.263 3.779 8.114 0.249 -0.166 -0.157 0.0627
C 0.837 -0.708 7.046 0.120 -1.086 -1.638 -0.1464
O 0.779 -0.289 5.670 -0.645 -0.138 0.525 -0.1641
H 0.266 -0.068 7.718 0.129 -0.017 -0.010 0.0730
H 0.430 -1.716 6.962 -0.632 -0.004 0.751 0.0648
H 1.854 -0.920 7.376 0.219 0.706 0.154 0.0747
H 1.596 0.145 5.416 0.524 0.505 0.256 -0.0019
C 0.051 -6.691 2.874 0.622 -1.704 0.859 -0.1281
O -0.400 -7.018 4.228 0.021 0.798 -1.083 -0.1282
H 1.139 -6.641 2.853 0.157 1.195 0.208 0.0483
H -0.022 -7.568 2.231 -0.937 -0.066 -0.279 0.0712
H -0.490 -5.841 2.456 0.236 -0.102 0.373 0.0673
H 0.008 -7.847 4.488 0.040 -0.055 -0.111 0.0648
O 5.623 2.616 3.172 -0.238 0.424 0.726 -0.0433
H 5.866 1.714 2.961 0.173 -0.461 -0.503 -0.0066
H 5.740 3.094 2.351 0.023 0.036 -0.190 0.0391
O -3.308 -1.047 -2.789 -0.849 0.392 -0.897 -0.0669
H -2.755 -1.488 -2.143 0.574 -0.304 0.498 -0.0431
H -3.253 -0.120 -2.558 -0.052 0.186 0.078 0.0054
O -2.841 7.354 3.398 0.305 0.886 -0.054 -0.0657
H -3.439 6.653 3.659 -0.348 -0.804 -0.034 -0.0209
H -2.061 6.899 3.081 0.121 -0.131 -0.062 0.0130
O 3.122 0.963 5.296 -0.513 -0.260 -0.398 -0.0284
H 3.638 1.628 5.751 0.357 0.559 0.428 0.0137
H 3.772 0.409 4.863 0.244 -0.546 -0.124 0.0160
O 1.337 -1.819 -1.594 -0.303 -0.133 -0.463 -0.0423
H 1.641 -1.611 -0.710 -0.308 -0.026 0.788 0.0057
H 2.058 -1.552 -2.164 0.269 -0.054 -0.424 -0.0156
O -1.470 -2.003 -1.188 -0.194 -0.447 -0.003 -0.0497
H -0.625 -2.249 -1.564 0.593 0.075 -0.259 0.0165
H -1.282 -1.835 -0.265 -0.127 0.342 0.609 0.0138
O 3.172 -0.908 -3.463 0.272 -0.418 -0.165 -0.0345
H 3.902 -1.412 -3.823 0.351 -0.229 -0.007 0.0815
H 2.544 -0.847 -4.182 -0.618 0.510 -0.413 0.0566
O 5.845 -4.134 4.106 0.556 0.419 -0.867 -0.0428
H 5.006 -4.210 4.560 -0.756 -0.419 0.388 -0.0210
H 6.499 -4.329 4.776 0.426 -0.016 0.415 0.0151
O 4.109 0.582 -1.466 0.971 0.035 0.962 -0.0428
H 3.696 1.442 -1.546 -0.299 0.341 -0.244 0.0294
H 3.678 0.046 -2.133 -0.277 -0.040 -0.461 -0.0237
O 7.193 0.924 -1.266 0.508 0.180 0.035 -0.0362
H 6.368 0.785 -1.730 -0.739 -0.009 -0.062 0.0231
H 7.761 0.215 -1.569 0.329 -0.288 -0.176 0.0429
O 6.195 0.503 1.222 -0.266 -0.098 1.214 -0.0459
H 5.354 0.383 0.780 -0.224 -0.023 -0.312 0.0079
H 6.832 0.566 0.511 0.213 0.181 -0.641 -0.0019